# 1
Formula: CH2S2
Source: OMol25
Level of theory: ωB97M-V/def2-TZVPD

Kohn-Sham gap (alpha / beta)   6.716 / 6.321 eV
M   78.16 g/mol
Highest occupied orbital energy (alpha / beta)   -7.4 / -9.6 eV
LUMO energy (alpha / beta)   -0.646 / -3.293 eV
2S+1   3
ΔE to the lowest compared entry with this formula, charge and spin   29.51 kcal per mole
Total charge   0

Last column: Mulliken spin population.
Cartesian coordinates (Å):
C  2.32682  0.55754  -0.90774  1.648
S  2.14129  -0.54752  0.08097  0.334
S  -1.45436  0.02679  -0.32159  0.011
H  -0.57672  -0.51802  0.49511  0.006
H  -2.43702  0.48121  0.65325  0.000


# 2
Formula: C20H24ClN3O2
Source: OMol25
Level of theory: ωB97M-V/def2-TZVPD

Kohn-Sham gap   8.456 eV
M   373.88 g/mol
Highest occupied orbital energy   -7.8 eV
LUMO energy   0.670 eV
ΔE to the lowest compared entry with this formula, charge and spin   14.36 kcal per mole
SMILES string   Cc1ccccc1OCC(=O)Nc1ccc(N2CCN(C)CC2)c(Cl)c1
Total charge   0

Last column: Löwdin charge in e.
Cartesian coordinates (Å):
C  -0.41767  0.74255  -5.01538  -0.034
C  -1.38174  1.80130  -5.45601  -0.204
C  -1.52536  2.14963  -6.78689  -0.046
C  -2.42099  3.13169  -7.17970  -0.093
C  -3.18720  3.77537  -6.22864  -0.086
C  -3.06407  3.44413  -4.88820  -0.019
C  -2.16473  2.46335  -4.49911  -0.216
O  -1.96005  2.06767  -3.20030  -0.068
C  -2.78548  2.59173  -2.18924  -0.091
C  -2.43763  1.96562  -0.83303  -0.435
O  -3.15777  2.13126  0.12643  0.076
N  -1.27842  1.27209  -0.85721  0.144
C  -0.64746  0.57919  0.17864  -0.213
C  -1.20710  0.41893  1.44129  -0.001
C  -0.52150  -0.27453  2.41751  -0.003
C  0.73716  -0.83999  2.19097  -0.257
N  1.41310  -1.58645  3.14898  -0.128
C  0.66411  -2.18335  4.23174  -0.165
C  1.46519  -3.36828  4.77012  -0.189
N  2.75456  -2.91619  5.25719  -0.233
C  3.50329  -3.98911  5.87226  -0.105
C  3.49370  -2.29413  4.17395  -0.191
C  2.69788  -1.11408  3.62816  -0.176
C  1.26519  -0.68849  0.90068  -0.568
Cl  2.76720  -1.43750  0.46929  0.721
C  0.59785  0.01243  -0.08242  -0.050
H  -0.92639  0.00332  -4.39809  0.085
H  0.38003  1.18408  -4.41806  0.085
H  0.02517  0.24450  -5.87346  0.078
H  -0.92679  1.64150  -7.52895  0.111
H  -2.51832  3.38873  -8.22332  0.100
H  -3.88933  4.54168  -6.52070  0.104
H  -3.67207  3.95791  -4.16041  0.104
H  -3.84552  2.39025  -2.39000  0.146
H  -2.65568  3.67933  -2.09006  0.146
H  -0.80927  1.24469  -1.75476  0.136
H  -2.17093  0.84950  1.65427  0.102
H  -0.96972  -0.36984  3.39346  0.109
H  -0.29550  -2.53957  3.85328  0.127
H  0.49224  -1.47092  5.05387  0.128
H  0.92132  -3.82794  5.59875  0.121
H  1.57777  -4.11785  3.96562  0.130
H  4.44060  -3.59165  6.25881  0.083
H  2.92774  -4.39497  6.70303  0.082
H  3.73161  -4.80696  5.17023  0.088
H  4.45098  -1.93999  4.56342  0.122
H  3.68961  -3.00758  3.35365  0.125
H  3.24807  -0.63196  2.82219  0.082
H  2.55064  -0.38222  4.43910  0.131
H  1.04166  0.10112  -1.06297  0.108